# 1
Below is C39H25Cl3N8OS2Yb as an isolated structure, with properties calculated with wB97M-V/def2-TZVPD.

- Gap between HOMO and LUMO (spin up / spin down): 6.47 / 6.47 eV
- Charge: +1
- E_LUMO (spin up / spin down): -0.121 / -0.121 Eh
- 2S+1: 2
- Largest force on an atom: 3.335 eV/A
- Energy above the lowest of the compared OMol25 structures with the same formula, charge and spin: 10.3 kcal/mol

Last column: Mulliken charge in e.
Atoms and positions in Å:
1 Yb 10.666 14.859 12.284  0.04
2 Cl 8.087 8.520 9.075  -0.22
3 C 8.539 9.885 10.026  0.24
4 C 7.691 10.319 11.063  -0.93
5 C 8.070 11.423 11.760  -1.05
6 C 9.098 12.272 11.334  0.34
7 O 9.176 13.469 11.784  0.12
8 C 9.956 11.724 10.375  0.78
9 C 11.164 12.418 9.989  -0.55
10 N 11.604 13.505 10.526  0.59
11 C 12.825 13.988 10.115  -0.18
12 C 13.866 13.151 9.679  -0.07
13 C 15.143 13.687 9.272  -1.15
14 C 15.319 15.062 9.333  -0.70
15 C 14.260 15.923 9.677  1.45
16 C 14.336 17.315 9.475  -0.91
17 C 13.304 18.089 9.914  -0.85
18 C 12.120 17.443 10.396  -0.07
19 N 11.954 16.150 10.558  0.22
20 C 13.008 15.375 10.108  -0.42
21 C 9.708 10.571 9.677  -1.10
22 H 6.821 9.714 11.314  0.42
23 H 7.498 11.712 12.573  0.63
24 H 11.692 11.959 9.114  0.57
25 H 13.745 12.095 9.873  0.54
26 H 15.918 13.027 8.874  0.41
27 H 16.268 15.429 8.975  0.46
28 H 15.233 17.823 9.105  0.42
29 H 13.319 19.195 9.996  0.41
30 H 11.270 18.057 10.599  0.35
31 H 10.287 10.202 8.854  0.48
32 Cl 13.616 16.331 13.176  -0.15
33 C 14.615 14.906 12.958  0.82
34 C 15.919 15.052 12.600  -0.56
35 C 16.765 13.952 12.673  -0.64
36 C 16.293 12.702 12.995  -0.70
37 C 14.984 12.566 13.211  0.11
38 Cl 14.423 10.881 13.379  -0.20
39 C 14.051 13.633 13.264  0.10
40 S 12.409 13.354 13.821  -0.37
41 H 16.206 16.080 12.376  0.50
42 H 17.848 14.070 12.576  0.39
43 H 16.974 11.826 13.036  0.41
44 S 5.937 21.230 13.001  0.18
45 N 5.938 20.040 11.948  -0.65
46 C 6.940 19.216 12.224  0.63
47 C 7.351 18.075 11.430  0.65
48 C 6.677 17.563 10.295  -1.09
49 C 7.212 16.504 9.554  -1.08
50 C 8.385 15.878 9.966  -0.36
51 N 8.983 16.307 11.065  0.52
52 C 8.470 17.356 11.746  -0.23
53 C 9.241 17.724 12.991  0.14
54 N 10.234 16.924 13.398  0.76
55 C 10.764 17.149 14.607  -0.13
56 C 10.522 18.278 15.365  -1.39
57 C 9.595 19.161 14.853  -0.83
58 C 8.909 18.906 13.669  0.57
59 C 7.731 19.654 13.279  0.73
60 N 7.305 20.783 13.861  -0.73
61 H 5.719 18.033 10.131  0.54
62 H 6.721 16.061 8.713  0.47
63 H 8.794 15.070 9.405  0.55
64 H 11.564 16.436 14.955  0.50
65 H 11.018 18.394 16.328  0.51
66 H 9.194 19.945 15.471  0.52
67 N 7.461 14.867 13.277  0.16
68 C 8.058 14.771 14.487  0.64
69 C 7.335 15.243 15.586  -1.43
70 C 7.941 14.929 16.794  -0.48
71 C 9.220 14.399 16.872  -0.98
72 C 9.947 14.213 15.687  -0.05
73 N 9.357 14.442 14.495  0.50
74 H 6.456 14.943 13.323  0.37
75 H 7.704 14.062 12.719  -0.05
76 H 6.312 15.529 15.444  0.47
77 H 7.452 15.198 17.719  0.45
78 H 9.782 14.109 17.743  0.46
79 H 11.036 14.031 15.579  0.20

# 2
Below is C36H85O19P as an isolated structure, with properties calculated with wB97M-V/def2-TZVPD.

- Gap between HOMO and LUMO: 9.05 eV
- Charge: 0
- E_LUMO: 0.024 Eh
- Largest force on an atom: 10.123 eV/A
- Energy above the lowest of the compared OMol25 structures with the same formula, charge and spin: 636.3 kcal/mol

Last column: Mulliken charge in e.
Atoms and positions in Å:
1 C -0.920 -3.543 1.111  -0.55
2 O -2.284 -3.355 1.062  -0.36
3 C -2.778 -2.485 2.110  -0.81
4 C -4.138 -1.903 1.953  -0.37
5 O -4.192 -0.491 1.649  -0.35
6 C -4.339 0.345 2.796  -1.15
7 C -3.092 0.710 3.588  0.11
8 O -2.182 1.533 2.880  -0.61
9 C -1.395 0.985 1.789  0.23
10 H -0.272 -2.870 0.548  0.30
11 H -0.727 -4.524 0.678  0.37
12 H -0.427 -3.727 2.066  0.59
13 H -2.144 -1.601 2.180  0.85
14 H -2.729 -2.981 3.079  0.62
15 H -4.798 -1.968 2.818  0.70
16 H -4.647 -2.450 1.160  -0.09
17 H -5.243 0.056 3.332  0.44
18 H -4.718 1.243 2.308  0.34
19 H -2.647 -0.212 3.963  0.19
20 H -3.442 1.310 4.428  0.51
21 H -2.141 0.786 1.019  -0.87
22 H -0.875 0.081 2.107  -0.04
23 H -0.633 1.701 1.482  0.49
24 C -4.102 -2.757 0.190  -0.83
25 O -3.726 -3.475 -0.993  -0.61
26 C -2.561 -2.944 -1.663  0.86
27 C -1.932 -3.905 -2.647  -1.69
28 O -1.302 -3.153 -3.723  -0.08
29 C -0.620 -3.846 -4.701  -0.37
30 C -1.552 -4.713 -5.512  -0.44
31 O -0.921 -5.174 -6.669  -0.37
32 C -1.718 -5.732 -7.714  -0.76
33 H -3.263 -2.456 0.819  0.41
34 H -4.589 -3.305 0.997  0.47
35 H -4.673 -1.862 -0.058  0.39
36 H -1.768 -2.655 -0.974  -1.04
37 H -2.865 -2.051 -2.209  1.02
38 H -2.490 -4.764 -3.020  0.65
39 H -1.171 -4.492 -2.134  0.35
40 H 0.282 -4.321 -4.316  0.32
41 H -0.280 -3.004 -5.303  0.07
42 H -2.301 -4.021 -5.897  0.30
43 H -2.041 -5.543 -5.001  0.38
44 H -1.001 -6.271 -8.334  0.25
45 H -2.207 -5.109 -8.462  0.29
46 H -2.425 -6.430 -7.266  0.31
47 C 3.943 0.494 -0.425  -0.99
48 O 4.035 1.791 0.143  -0.41
49 C 4.025 2.870 -0.819  -0.02
50 C 3.596 4.130 -0.185  -0.27
51 O 3.354 5.063 -1.235  -0.37
52 C 3.200 6.353 -0.730  -0.28
53 C 4.664 6.951 -0.412  -0.50
54 O 4.809 8.412 -0.306  -0.41
55 C 5.030 9.165 -1.472  -0.66
56 H 4.651 0.279 -1.224  0.72
57 H 2.960 0.088 -0.664  0.36
58 H 4.270 -0.033 0.471  0.24
59 H 3.409 2.442 -1.610  -0.33
60 H 4.987 2.902 -1.331  0.31
61 H 4.517 4.456 0.298  0.23
62 H 2.829 3.865 0.543  0.25
63 H 2.656 6.250 0.209  0.28
64 H 2.592 6.976 -1.385  0.31
65 H 5.331 6.614 -1.206  0.35
66 H 5.182 6.497 0.433  0.31
67 H 5.633 10.071 -1.425  0.27
68 H 4.088 9.494 -1.911  0.25
69 H 5.617 8.537 -2.142  0.30
70 C -5.423 3.945 -4.432  -0.82
71 O -4.080 4.259 -4.564  -0.34
72 C -3.356 4.641 -3.377  -0.12
73 C -1.966 5.031 -3.878  -0.71
74 O -1.036 4.013 -3.437  -0.32
75 C -1.071 2.975 -4.463  -0.54
76 C -0.452 1.554 -4.071  1.15
77 O 0.158 0.854 -5.140  -0.53
78 C 1.278 -0.002 -4.736  -0.98
79 H -5.675 3.060 -5.015  0.27
80 H -6.192 4.661 -4.723  0.27
81 H -5.675 3.805 -3.381  0.33
82 H -3.160 3.792 -2.723  0.08
83 H -3.895 5.429 -2.851  0.53
84 H -1.566 5.928 -3.406  0.36
85 H -1.949 5.258 -4.944  0.36
86 H -0.532 3.509 -5.245  0.47
87 H -2.071 2.686 -4.786  0.35
88 H -1.020 0.983 -3.337  -0.85
89 H 0.423 1.900 -3.522  0.02
90 H 2.135 0.599 -4.434  0.55
91 H 1.478 -0.759 -5.494  0.40
92 H 0.926 -0.642 -3.927  -0.19
93 C 3.830 -4.764 9.626  -0.79
94 O 2.967 -4.005 8.785  -0.30
95 C 3.256 -2.627 8.589  -0.53
96 C 2.114 -2.008 7.947  -0.55
97 O 2.254 -2.031 6.565  -0.31
98 C 1.375 -1.186 5.781  0.10
99 C 0.090 -1.929 5.484  -0.20
100 O -0.909 -0.964 5.006  -0.56
101 C -0.730 -0.354 3.747  0.32
102 H 3.571 -5.814 9.760  0.27
103 H 3.757 -4.234 10.576  0.31
104 H 4.912 -4.846 9.522  0.32
105 H 4.177 -2.441 8.036  0.28
106 H 3.375 -2.236 9.599  0.40
107 H 1.906 -1.017 8.351  0.43
108 H 1.191 -2.400 8.376  0.31
109 H 1.872 -1.032 4.823  -0.73
110 H 1.257 -0.238 6.307  0.31
111 H -0.236 -2.298 6.457  0.47
112 H 0.136 -2.800 4.829  0.09
113 H -1.646 0.089 3.357  -1.33
114 H -0.442 -1.112 3.018  1.04
115 H -0.019 0.471 3.781  0.90
116 C 3.390 -1.205 -2.045  -1.45
117 C 2.360 -0.226 -2.531  0.20
118 O 1.218 -0.119 -1.618  -0.08
119 P 0.600 -1.271 -0.728  -0.80
120 O 0.356 -2.560 -1.453  -0.71
121 O 1.545 -1.222 0.627  -0.27
122 C 0.995 -1.584 1.944  0.59
123 C 1.813 -0.716 2.888  -1.48
124 O -0.878 -0.555 -0.252  0.27
125 C -1.924 -0.468 -1.220  0.29
126 C -2.067 1.000 -1.529  -2.60
127 H 3.705 -0.919 -1.041  0.30
128 H 2.969 -2.208 -1.971  0.24
129 H 4.316 -1.071 -2.604  0.65
130 H 2.898 0.716 -2.634  0.30
131 H 1.910 -0.418 -3.505  0.51
132 H -0.019 -1.184 1.990  -0.35
133 H 1.016 -2.635 2.232  0.48
134 H 2.358 0.085 2.388  0.29
135 H 1.222 -0.253 3.678  0.28
136 H 2.506 -1.306 3.488  0.55
137 H -1.881 -1.095 -2.110  0.92
138 H -2.820 -0.902 -0.777  0.00
139 H -2.806 1.050 -2.328  0.66
140 H -2.326 1.494 -0.592  0.67
141 H -1.183 1.542 -1.863  0.20

# 3
Below is one molecule with the formula C4H5NO, with properties calculated with wB97M-V/def2-TZVPD.

- Gap between HOMO and LUMO: 10.09 eV
- Charge: 0
- E_LUMO: 0.038 Eh
- Largest force on an atom: 1.524 eV/A
- Energy above the lowest of the compared OMol25 structures with the same formula, charge and spin: 24.5 kcal/mol

Last column: Mulliken charge in e.
Atoms and positions in Å:
1 C -1.646 -0.343 -0.041  -1.02
2 C -0.192 -0.048 -0.131  0.63
3 C 0.476 1.096 0.151  -0.34
4 O 1.802 0.881 -0.066  -0.28
5 C 1.868 -0.441 -0.283  0.01
6 N 0.735 -1.034 -0.453  -0.53
7 H -1.825 -1.397 0.193  0.30
8 H -2.115 -0.118 -1.001  0.25
9 H -2.107 0.277 0.732  0.30
10 H 0.277 2.001 0.700  0.35
11 H 2.728 -0.873 0.198  0.34

# 4
Below is one molecule with the formula C17H18BrNO2, with properties calculated with wB97M-V/def2-TZVPD.

- Gap between HOMO and LUMO: 8.96 eV
- Charge: 0
- E_LUMO: 0.021 Eh
- Largest force on an atom: 0.654 eV/A
- Energy above the lowest of the compared OMol25 structures with the same formula, charge and spin: 4.2 kcal/mol

Last column: Mulliken charge in e.
Atoms and positions in Å:
1 C 0.273 -0.187 2.026  -1.04
2 C -0.703 -1.277 1.706  0.81
3 C -0.683 -2.477 2.396  -0.59
4 C -1.580 -3.491 2.106  -0.67
5 C -2.519 -3.300 1.112  -0.67
6 C -2.560 -2.108 0.407  -0.60
7 C -1.653 -1.096 0.690  0.70
8 O -1.620 0.111 0.044  -0.20
9 C -2.642 0.405 -0.885  -0.81
10 C -2.355 1.788 -1.466  -0.84
11 C -1.332 1.721 -2.604  -1.10
12 C -0.088 0.939 -2.203  0.66
13 O 0.153 -0.163 -2.633  -0.66
14 N 0.714 1.637 -1.346  0.05
15 C 1.912 1.243 -0.757  0.24
16 C 2.533 2.134 0.119  -0.34
17 C 3.721 1.802 0.738  -0.72
18 C 4.296 0.569 0.479  0.08
19 Br 5.935 0.104 1.335  -0.21
20 C 3.698 -0.327 -0.389  -0.63
21 C 2.508 0.008 -1.008  -0.20
22 H 1.086 -0.190 1.302  0.03
23 H -0.215 0.784 1.974  0.27
24 H 0.694 -0.326 3.018  0.49
25 H 0.050 -2.616 3.178  0.39
26 H -1.547 -4.419 2.657  0.38
27 H -3.230 -4.078 0.876  0.39
28 H -3.305 -1.985 -0.363  0.35
29 H -2.657 -0.339 -1.691  0.44
30 H -3.617 0.400 -0.376  0.63
31 H -1.993 2.425 -0.656  0.32
32 H -3.283 2.218 -1.847  0.42
33 H -1.775 1.204 -3.457  0.39
34 H -1.053 2.729 -2.917  0.38
35 H 0.374 2.538 -1.041  0.20
36 H 2.079 3.094 0.322  0.35
37 H 4.196 2.494 1.417  0.41
38 H 4.155 -1.285 -0.582  0.42
39 H 2.032 -0.686 -1.680  0.49